## a
ORCA calculation (wB97M-V/def2-TZVPD) on 2 unconnected molecules or ions with the total composition C4H12.

Atoms and positions in Å:
C: 0.19 -1.76 2.21
C: -0.05 -1.79 0.71
H: -0.55 -2.38 2.70
H: 1.13 -2.19 2.53
H: 0.09 -0.76 2.61
H: -1.08 -1.58 0.40
H: 0.54 -1.06 0.16
H: 0.19 -2.79 0.33
C: -0.61 1.69 -1.97
C: 0.47 1.87 -0.92
H: -1.57 2.11 -1.65
H: -0.38 2.18 -2.92
H: -0.76 0.63 -2.23
H: 1.39 1.34 -1.20
H: 0.11 1.44 0.02
H: 0.56 2.92 -0.66

Results
Net charge ... -1
Multiplicity ... 2
Kohn-Sham gap (spin up / spin down) ... 0.103 / 0.451 Eh
E_HOMO (spin up / spin down) ... 1.538 / -7.751 eV
<S²> ... 0.750

---

## b
ORCA calculation (wB97M-V/def2-TZVPD) on 2 unconnected molecules or ions with the total composition C4H12.

Atoms and positions in Å:
C: 1.17 1.82 -1.69
C: 2.06 0.53 -1.45
H: 0.33 1.74 -2.43
H: 0.65 1.93 -0.77
H: 1.74 2.67 -2.03
H: 3.08 0.77 -1.15
H: 1.96 -0.20 -2.25
H: 1.81 0.14 -0.41
C: -1.27 -0.46 1.35
C: -1.83 -1.83 1.69
H: -2.26 0.01 1.00
H: -0.82 0.22 2.13
H: -0.56 -0.37 0.62
H: -1.45 -2.76 1.17
H: -1.62 -2.30 2.63
H: -3.01 -1.90 1.60

Results
Net charge ... -1
Multiplicity ... 2
Kohn-Sham gap (spin up / spin down) ... 0.101 / 0.441 Eh
E_HOMO (spin up / spin down) ... 1.482 / -7.571 eV
<S²> ... 0.750

---

Stability verdict: a, ahead by 30.8 kcal/mol

---

## a
ORCA calculation (wB97M-V/def2-TZVPD) on 2 unconnected molecules or ions with the total composition C4H12.

Atoms and positions in Å:
C: 2.87 0.89 -0.62
C: 1.98 -0.28 -0.41
H: 3.48 1.02 0.05
H: 3.52 0.71 -1.39
H: 2.16 1.79 -0.86
H: 2.41 -0.84 0.43
H: 0.99 -0.01 -0.41
H: 1.94 -1.14 -1.20
C: -3.09 0.16 0.64
C: -1.78 -0.62 0.38
H: -3.54 -0.29 1.44
H: -2.89 1.20 0.89
H: -3.72 0.08 -0.18
H: -1.61 -1.09 -0.54
H: -0.88 -0.11 0.72
H: -1.84 -1.47 1.04

Results
Net charge ... -1
Multiplicity ... 2
Kohn-Sham gap (spin up / spin down) ... 0.099 / 0.438 Eh
E_HOMO (spin up / spin down) ... 1.571 / -7.347 eV
<S²> ... 0.750

---

## b
ORCA calculation (wB97M-V/def2-TZVPD) on 2 unconnected molecules or ions with the total composition C4H12.

Atoms and positions in Å:
C: -0.51 0.96 2.10
C: 0.37 1.84 1.16
H: -0.90 0.21 1.41
H: 0.05 0.55 2.94
H: -1.32 1.54 2.53
H: 0.95 1.12 0.58
H: 1.04 2.44 1.78
H: -0.15 2.43 0.41
C: 0.20 -1.34 -2.38
C: -0.06 -1.46 -0.86
H: -0.78 -1.25 -2.86
H: 0.81 -0.49 -2.70
H: 0.73 -2.23 -2.72
H: 0.47 -0.71 -0.28
H: 0.26 -2.43 -0.48
H: -1.12 -1.25 -0.69

Results
Net charge ... -1
Multiplicity ... 2
Kohn-Sham gap (spin up / spin down) ... 0.102 / 0.454 Eh
E_HOMO (spin up / spin down) ... 1.614 / -7.774 eV
<S²> ... 0.750

---

## c
ORCA calculation (wB97M-V/def2-TZVPD) on 2 unconnected molecules or ions with the total composition C4H12.

Atoms and positions in Å:
C: -0.31 0.05 -1.46
C: -0.74 0.64 -2.80
H: 0.67 -0.43 -1.55
H: -0.31 0.72 -0.60
H: -0.94 -0.81 -1.23
H: -1.25 -0.15 -3.38
H: -1.42 1.48 -2.67
H: 0.08 1.05 -3.39
C: -0.19 -0.52 2.32
C: 1.24 -0.09 1.97
H: -0.87 0.32 2.45
H: -0.62 -1.13 1.53
H: -0.17 -1.18 3.19
H: 1.95 -0.54 2.65
H: 1.34 1.00 2.01
H: 1.52 -0.42 0.97

Results
Net charge ... -1
Multiplicity ... 2
Kohn-Sham gap (spin up / spin down) ... 0.102 / 0.446 Eh
E_HOMO (spin up / spin down) ... 1.559 / -7.638 eV
<S²> ... 0.750

---

Stability verdict: c, ahead by 3.8 kcal/mol

---

## a
ORCA calculation (wB97M-V/def2-TZVPD) on 17 unconnected molecules or ions with the total composition H34O17.

Atoms and positions in Å:
O: -2.95 0.50 2.30
H: -2.03 0.31 2.54
H: -2.85 0.80 1.40
O: -2.91 -3.89 3.15
H: -2.72 -3.04 2.73
H: -2.02 -4.19 3.36
O: -4.60 2.55 1.96
H: -5.55 2.48 2.16
H: -4.34 1.76 2.48
O: -0.29 0.83 1.83
H: 0.18 0.88 1.01
H: 0.03 0.22 2.49
O: 1.58 0.23 -0.94
H: 1.95 0.92 -1.50
H: 1.78 -0.66 -1.32
O: 2.42 0.44 3.55
H: 1.99 -0.33 3.17
H: 3.37 0.32 3.54
O: -1.57 -2.30 0.96
H: -2.05 -2.05 0.16
H: -0.90 -1.61 0.84
O: 3.16 -3.86 -0.68
H: 2.97 -4.30 -1.51
H: 2.44 -3.56 -0.14
O: -0.14 -0.05 4.88
H: -0.35 -0.58 5.66
H: 0.80 0.14 5.06
O: -0.54 -0.73 -3.71
H: -0.46 0.19 -3.42
H: -1.31 -0.99 -3.17
O: 5.00 2.92 -1.05
H: 4.91 2.05 -0.66
H: 4.24 3.31 -1.47
O: -4.52 2.47 -1.67
H: -5.12 2.08 -1.02
H: -4.51 3.40 -1.44
O: 3.88 -0.88 0.86
H: 4.80 -0.96 0.58
H: 3.35 -0.83 0.06
O: 1.17 -1.98 -2.27
H: 0.81 -1.27 -2.85
H: 1.96 -2.37 -2.66
O: 1.93 0.41 -4.39
H: 1.77 1.32 -4.19
H: 1.26 0.07 -4.98
O: 1.25 5.03 -1.76
H: 0.86 4.29 -1.29
H: 0.58 5.34 -2.38
O: -2.63 -1.42 -2.20
H: -3.53 -1.37 -2.53
H: -2.53 -2.07 -1.51

Results
Kohn-Sham gap ... 0.390 Eh
E_HOMO ... -10.959 eV

---

## b
ORCA calculation (wB97M-V/def2-TZVPD) on 17 unconnected molecules or ions with the total composition H34O17.

Atoms and positions in Å:
O: 2.38 2.66 -2.97
H: 2.79 2.42 -3.77
H: 1.65 3.18 -3.37
O: -0.47 -1.56 -2.32
H: -0.74 -0.60 -2.53
H: 0.08 -1.49 -1.56
O: -4.13 1.42 1.74
H: -3.35 0.99 1.94
H: -4.65 1.73 2.38
O: -0.72 2.99 0.26
H: -1.35 3.77 0.37
H: -0.81 2.90 1.27
O: -0.20 2.76 -4.24
H: -0.26 2.32 -5.07
H: -0.85 2.42 -3.66
O: -1.35 -4.17 -1.25
H: -1.21 -3.27 -1.43
H: -2.31 -4.37 -1.31
O: 3.96 -0.17 1.00
H: 4.86 -0.13 0.96
H: 3.61 -0.25 0.10
O: 1.26 -1.85 -0.03
H: 1.89 -1.11 -0.02
H: 1.78 -2.62 -0.08
O: -1.51 -1.91 -5.18
H: -0.59 -1.77 -5.49
H: -1.50 -2.35 -4.34
O: -1.79 -0.97 -0.15
H: -0.77 -0.97 -0.01
H: -2.07 -0.52 0.65
O: -1.19 1.65 -1.91
H: -1.07 1.92 -0.98
H: -1.62 0.80 -1.73
O: 2.67 0.20 -1.30
H: 2.43 1.09 -1.60
H: 1.87 -0.30 -1.49
O: 0.46 -1.61 5.91
H: 1.09 -1.23 5.29
H: -0.30 -2.01 5.39
O: -1.08 1.03 3.33
H: -0.37 0.77 3.88
H: -1.13 0.09 3.15
O: -1.87 -2.98 2.72
H: -2.19 -3.77 3.12
H: -2.14 -3.02 1.79
O: 2.23 4.72 2.00
H: 3.17 4.56 2.02
H: 2.04 4.35 1.18
O: 1.22 -1.89 2.87
H: 1.65 -1.59 2.03
H: 0.47 -2.26 2.43

Results
Kohn-Sham gap ... 0.404 Eh
E_HOMO ... -11.199 eV

---

Stability verdict: a, ahead by 12.3 kcal/mol

---

## a
ORCA calculation (wB97M-V/def2-TZVPD) on a molecular structure, C4H6BrF.

Atoms and positions in Å:
C: -0.02 -0.43 1.66
C: -0.46 1.48 0.17
C: -1.76 -0.72 -0.34
C: -0.93 -0.26 0.79
F: 0.92 1.52 -0.05
Br: 3.98 -0.18 -0.26
H: 0.67 -0.55 2.43
H: -0.60 1.08 -0.89
H: -2.37 -1.56 -0.27
H: -1.07 -0.99 -1.16
H: -2.50 0.15 -0.54
H: 4.13 0.45 -1.53

Results
Kohn-Sham gap ... 0.288 Eh
E_HOMO ... -8.252 eV

---

## b
ORCA calculation (wB97M-V/def2-TZVPD) on 2 unconnected molecules or ions with the total composition C4H6BrF.

Atoms and positions in Å:
C: -0.57 -1.83 1.37
C: -0.79 -1.20 0.28
C: 0.05 1.71 -0.80
C: 0.94 0.54 -0.59
F: -1.80 -1.19 -0.61
Br: 2.08 0.48 0.96
H: -1.32 -2.51 1.79
H: 0.41 -1.93 1.76
H: -0.06 2.25 0.12
H: -0.82 1.34 -1.13
H: 0.51 2.35 -1.61
H: 1.37 0.00 -1.52

Results
Kohn-Sham gap (spin up / spin down) ... 0.333 / 0.306 Eh
E_HOMO (spin up / spin down) ... -8.884 / -8.323 eV

---

Stability verdict: b, ahead by 51.7 kcal/mol

---

## a
ORCA calculation (wB97M-V/def2-TZVPD) on a molecular structure, C5H4OS2.

Atoms and positions in Å:
C: -0.88 -0.39 -0.42
C: 0.80 0.40 0.22
C: -1.20 0.68 1.98
C: -0.75 -0.81 -1.64
C: 2.02 0.16 -0.25
O: -1.93 1.10 2.81
S: -1.95 -0.52 0.89
S: 0.44 1.22 1.70
H: -1.58 -1.39 -2.11
H: 0.06 -0.70 -2.23
H: 2.90 0.68 0.23
H: 2.08 -0.44 -1.18

Results
Kohn-Sham gap ... 0.355 Eh
E_HOMO ... -9.095 eV

---

## b
ORCA calculation (wB97M-V/def2-TZVPD) on a molecular structure, C5H4OS2.

Atoms and positions in Å:
C: 0.93 -0.26 -0.24
C: 0.23 0.49 0.98
C: 0.92 -1.66 0.26
C: -1.00 1.19 0.47
C: -1.99 1.66 -0.15
H: -0.66 -0.47 -1.74
H: 1.90 0.07 -0.28
H: 1.05 0.87 1.65
H: -2.76 2.47 -0.41
O: 0.34 -0.19 -1.54
S: 0.05 -1.18 1.65
S: 1.00 -3.00 -0.65

Results
Kohn-Sham gap ... 0.304 Eh
E_HOMO ... -8.735 eV

---

Stability verdict: a, ahead by 41.1 kcal/mol

---

## a
ORCA calculation (wB97M-V/def2-TZVPD) on 3 unconnected molecules or ions with the total composition C3H16N2O2.

Atoms and positions in Å:
C: 1.90 -0.13 0.14
C: 0.51 0.49 0.13
C: -0.43 -0.39 1.04
N: -1.59 0.32 1.59
N: 2.23 -0.68 -1.23
H: 1.86 -0.99 0.87
H: 2.79 0.56 0.39
H: 0.14 0.40 -0.91
H: 0.42 1.50 0.37
H: -0.71 -1.27 0.36
H: 0.26 -0.79 1.76
H: -2.15 0.66 0.79
H: -2.12 -0.27 2.21
H: -1.33 1.16 2.11
H: 3.11 -1.22 -1.25
H: 2.41 0.01 -2.03
H: 1.40 -1.11 -1.58
H: 2.07 0.67 -4.81
H: 0.58 0.23 -4.63
O: 1.44 0.13 -4.19
H: -4.98 0.22 2.61
H: -3.78 0.41 3.55
O: -4.04 0.09 2.70

Results
Net charge ... +2
Kohn-Sham gap ... 0.426 Eh
E_HOMO ... -18.027 eV

---

## b
ORCA calculation (wB97M-V/def2-TZVPD) on 3 unconnected molecules or ions with the total composition C3H16N2O2.

Atoms and positions in Å:
C: -0.69 0.79 -0.03
C: 0.78 0.56 0.23
C: 1.55 -0.54 -0.48
N: 1.21 -1.96 0.01
N: -0.98 2.08 -0.76
H: -1.40 0.80 0.81
H: -1.07 -0.10 -0.55
H: 0.89 0.50 1.32
H: 1.37 1.48 0.09
H: 1.34 -0.56 -1.55
H: 2.61 -0.48 -0.21
H: 0.21 -2.06 0.13
H: 1.59 -2.68 -0.60
H: 1.62 -2.06 0.96
H: -0.33 2.33 -1.50
H: -1.05 2.78 -0.01
H: -1.91 2.10 -1.20
H: -3.69 1.20 -2.39
H: -3.53 -0.12 -1.74
O: -2.99 0.66 -1.97
H: 0.72 -1.69 3.07
H: 2.11 -1.58 3.61
O: 1.62 -1.45 2.78

Results
Net charge ... +2
Kohn-Sham gap ... 0.462 Eh
E_HOMO ... -19.083 eV

---

Stability verdict: b, ahead by 15.7 kcal/mol